Density functional theory data (wB97M-V/def2-TZVPD) for C6H12 as an isolated structure.

Values from the calculation:
Gap between HOMO and LUMO: 7.7 eV
Energy above the lowest of the compared OMol25 structures with the same formula, charge and spin: 149.95 kcal/mol
Highest occupied orbital energy: -0.24816 Ha
LUMO energy: 0.97 eV

Geometry (Å):
C: -1.731 0.731 1.230
C: -0.530 0.122 -0.409
C: -1.114 -1.254 -0.566
C: 0.820 0.291 0.003
C: 2.024 -0.552 -0.067
C: 2.023 0.885 -0.597
H: -1.497 1.691 1.709
H: -2.658 0.831 0.661
H: -1.823 -0.068 1.973
H: -0.964 0.904 -1.033
H: -0.733 -1.655 -1.513
H: -0.766 -1.910 0.235
H: -2.206 -1.256 -0.595
H: -0.329 0.595 0.838
H: 2.594 -0.766 0.838
H: 2.093 -1.341 -0.819
H: 2.084 1.001 -1.682
H: 2.591 1.636 -0.047

=====

Density functional theory data (wB97M-V/def2-TZVPD) for an isolated ion of composition C4H12N3 and charge +1.

Values from the calculation:
Net charge: +1
SMILES: N/C=C(\[NH3+])CCN
Gap between HOMO and LUMO: 9.6 eV
Energy above the lowest of the compared OMol25 structures with the same formula, charge and spin: 62.75 kcal/mol
Highest occupied orbital energy: -0.47773 Ha
LUMO energy: -3.38 eV

Geometry (Å):
N: 2.672 0.941 0.543
C: 1.849 -0.142 0.107
C: 0.680 0.141 -0.434
N: 0.334 1.527 -0.615
C: -0.446 -0.776 -0.611
C: -1.527 -0.682 0.417
N: -2.652 -1.575 0.252
H: 3.532 1.267 -0.058
H: 2.987 0.935 1.513
H: 2.190 -1.101 0.554
H: -0.551 1.601 -0.131
H: 1.093 2.143 -0.187
H: 0.286 1.743 -1.628
H: -0.053 -1.794 -0.638
H: -0.967 -0.567 -1.524
H: -1.114 -1.147 1.395
H: -1.756 0.371 0.529
H: -3.312 -1.490 -0.518
H: -3.246 -1.396 1.033

=====

Density functional theory data (wB97M-V/def2-TZVPD) for a 8-piece molecular cluster, C32H40F24O16 overall.

Values from the calculation:
SMILES: CCOC(=O)C(F)(F)F.CCOC(=O)C(F)(F)F.CCOC(=O)C(F)(F)F.CCOC(=O)C(F)(F)F.CCOC(=O)C(F)(F)F.CCOC(=O)C(F)(F)F.CCOC(=O)C(F)(F)F.CCOC(=O)C(F)(F)F
Gap between HOMO and LUMO: 11.3 eV
Energy above the lowest of the compared OMol25 structures with the same formula, charge and spin: 30.15 kcal/mol
Highest occupied orbital energy: -0.40160 Ha
LUMO energy: 0.35 eV

Geometry (Å):
C: -2.336 6.575 -6.094
C: -2.909 6.129 -4.785
O: -1.843 6.288 -3.814
C: -2.098 5.983 -2.568
O: -3.121 5.508 -2.155
C: -0.894 6.211 -1.645
F: -1.247 6.940 -0.598
F: -0.476 5.024 -1.192
F: 0.129 6.775 -2.270
H: -2.985 6.377 -6.954
H: -1.585 5.838 -6.401
H: -1.982 7.601 -6.102
H: -3.054 5.047 -4.841
H: -3.821 6.613 -4.446
C: 2.781 -8.535 5.990
C: 3.291 -7.163 6.389
O: 2.858 -6.236 5.377
C: 3.138 -4.964 5.497
O: 3.897 -4.522 6.321
C: 2.610 -4.077 4.345
F: 3.586 -3.331 3.871
F: 2.072 -4.831 3.387
F: 1.658 -3.261 4.821
H: 3.180 -9.249 6.711
H: 3.138 -8.843 5.006
H: 1.693 -8.560 5.961
H: 4.373 -7.209 6.482
H: 2.778 -6.860 7.300
C: -0.741 1.388 -1.921
C: 0.095 1.179 -0.692
O: 0.383 -0.200 -0.393
C: 0.998 -0.428 0.755
O: 1.369 0.405 1.519
C: 1.324 -1.922 0.996
F: 2.507 -1.970 1.615
F: 0.430 -2.459 1.842
F: 1.385 -2.625 -0.123
H: -0.099 1.439 -2.797
H: -1.295 2.318 -1.805
H: -1.526 0.636 -2.024
H: -0.452 1.466 0.214
H: 0.967 1.834 -0.755
C: -7.709 0.038 0.102
C: -7.307 0.343 -1.334
O: -6.608 1.580 -1.414
C: -5.301 1.550 -1.272
O: -4.644 0.632 -0.889
C: -4.615 2.881 -1.629
F: -4.063 3.387 -0.539
F: -3.661 2.646 -2.532
F: -5.456 3.747 -2.190
H: -8.477 0.719 0.471
H: -6.844 0.189 0.752
H: -8.066 -0.980 0.248
H: -8.231 0.388 -1.907
H: -6.731 -0.507 -1.696
C: -1.569 -4.007 4.432
C: -2.156 -3.104 5.485
O: -2.992 -3.885 6.343
C: -3.938 -3.264 7.024
O: -4.104 -2.085 7.085
C: -5.053 -4.247 7.508
F: -5.077 -4.236 8.837
F: -6.227 -3.894 7.012
F: -4.819 -5.489 7.079
H: -2.345 -4.505 3.848
H: -0.898 -4.793 4.778
H: -0.984 -3.400 3.740
H: -2.726 -2.316 4.992
H: -1.352 -2.644 6.061
C: -1.555 -2.597 -2.783
C: -0.553 -1.890 -3.663
O: -0.849 -2.206 -5.031
C: -0.404 -1.383 -5.960
O: 0.323 -0.451 -5.762
C: -0.905 -1.670 -7.360
F: -1.245 -0.523 -7.945
F: 0.010 -2.330 -8.073
F: -2.022 -2.445 -7.369
H: -1.627 -2.185 -1.780
H: -1.481 -3.684 -2.828
H: -2.559 -2.464 -3.202
H: 0.525 -2.003 -3.526
H: -0.670 -0.811 -3.526
C: 5.016 1.579 3.119
C: 4.817 0.073 3.107
O: 5.517 -0.551 4.179
C: 6.739 -0.964 4.003
O: 7.439 -0.846 3.045
C: 7.294 -1.535 5.338
F: 8.461 -2.126 5.129
F: 7.455 -0.554 6.210
F: 6.488 -2.476 5.822
H: 4.384 2.044 2.361
H: 6.043 1.864 2.884
H: 4.786 2.047 4.077
H: 5.094 -0.266 2.107
H: 3.746 -0.128 3.110
C: 4.835 5.540 -5.559
C: 3.396 5.901 -5.839
O: 2.611 4.712 -6.060
C: 2.260 4.047 -4.981
O: 2.443 4.409 -3.857
C: 1.639 2.671 -5.284
F: 1.430 2.512 -6.602
F: 2.411 1.687 -4.882
F: 0.433 2.640 -4.718
H: 5.249 4.741 -6.173
H: 4.958 5.187 -4.531
H: 5.446 6.432 -5.699
H: 3.454 6.374 -6.821
H: 2.943 6.553 -5.099

=====

Density functional theory data (wB97M-V/def2-TZVPD) for a 2-piece molecular cluster, C4H11NS overall.

Values from the calculation:
SMILES: C=NC.CSC
Gap between HOMO and LUMO: 9.3 eV
Energy above the lowest of the compared OMol25 structures with the same formula, charge and spin: 35.06 kcal/mol
Highest occupied orbital energy: -0.30996 Ha
LUMO energy: 0.88 eV

Geometry (Å):
C: 0.381 -3.153 -1.522
N: -0.736 -3.508 -1.076
C: -1.312 -4.734 -1.592
H: 0.811 -2.191 -1.254
H: 0.901 -3.827 -2.218
H: -2.185 -4.484 -2.195
H: -1.513 -5.452 -0.844
H: -0.624 -5.247 -2.295
C: 0.411 2.243 1.349
S: 0.865 3.688 0.325
C: 0.546 4.995 1.583
H: -0.656 2.057 1.338
H: 0.847 2.429 2.325
H: 0.846 1.376 0.852
H: 1.514 5.246 1.978
H: 0.178 5.852 1.013
H: -0.273 4.711 2.231

=====

Density functional theory data (wB97M-V/def2-TZVPD) for one molecule with the formula C5H7NO.

Values from the calculation:
SMILES: CC(=O)[C@@H](C)C#N
Gap between HOMO and LUMO: 10.8 eV
Energy above the lowest of the compared OMol25 structures with the same formula, charge and spin: 20.37 kcal/mol
Highest occupied orbital energy: -0.37645 Ha
LUMO energy: 0.54 eV

Geometry (Å):
C: 1.993 -0.219 -0.419
C: 0.743 -0.056 0.400
O: 0.779 0.004 1.604
C: -0.635 0.216 -0.297
C: -1.750 -0.731 0.187
C: -0.771 1.606 0.165
N: -0.603 2.630 0.677
H: 2.819 -0.416 0.268
H: 2.203 0.713 -0.956
H: 1.902 -1.023 -1.152
H: -0.593 0.196 -1.395
H: -1.629 -0.936 1.253
H: -2.746 -0.305 0.027
H: -1.712 -1.679 -0.361

=====

Density functional theory data (wB97M-V/def2-TZVPD) for C30H38BHfN7S3 as an isolated structure.

Values from the calculation:
Net charge: +2
Gap between HOMO and LUMO: 7.3 eV
Energy above the lowest of the compared OMol25 structures with the same formula, charge and spin: 0.00 kcal/mol
Highest occupied orbital energy: -0.49782 Ha
LUMO energy: -6.23 eV

Geometry (Å):
Hf: 0.099 0.254 0.035
C: 4.082 -0.320 3.264
C: 4.084 -0.876 1.843
C: 5.340 -1.722 1.642
C: 4.055 0.220 0.780
N: 2.870 -1.770 1.642
C: 2.949 -3.064 1.193
C: 1.688 -3.540 1.085
N: 0.824 -2.547 1.469
B: -0.706 -2.851 1.302
N: -1.085 -2.968 -0.205
C: -2.248 -3.637 -0.516
C: -2.430 -3.558 -1.849
N: -1.378 -2.838 -2.373
C: -0.573 -2.481 -1.354
S: 0.894 -1.527 -1.516
C: -1.215 -2.534 -3.852
C: -1.295 -1.023 -4.059
C: 0.102 -3.130 -4.342
C: -2.363 -3.194 -4.610
N: -1.596 -1.823 2.060
C: -1.690 -1.954 3.426
C: -2.419 -0.919 3.896
N: -2.783 -0.143 2.818
C: -2.256 -0.699 1.711
S: -2.346 -0.028 0.090
C: -3.574 1.145 2.949
C: -4.709 1.186 1.926
C: -4.179 1.193 4.350
C: -2.595 2.302 2.762
C: 1.561 -1.464 1.807
S: 0.925 0.077 2.360
H: 5.057 0.123 3.463
H: 3.924 -1.117 3.991
H: 3.332 0.453 3.415
H: 6.201 -1.089 1.849
H: 5.438 -2.080 0.617
H: 5.383 -2.564 2.333
H: 4.961 0.819 0.866
H: 3.212 0.898 0.904
H: 4.037 -0.216 -0.222
H: 3.882 -3.558 1.007
H: 1.336 -4.511 0.784
H: -0.906 -3.918 1.801
H: -2.834 -4.130 0.239
H: -3.207 -3.977 -2.458
H: -0.453 -0.496 -3.615
H: -2.227 -0.628 -3.649
H: -1.287 -0.819 -5.129
H: 0.973 -2.658 -3.893
H: 0.167 -2.983 -5.420
H: 0.136 -4.202 -4.147
H: -3.335 -2.794 -4.320
H: -2.362 -4.278 -4.497
H: -2.226 -2.977 -5.667
H: -1.255 -2.791 3.944
H: -2.735 -0.707 4.898
H: -5.279 0.256 1.930
H: -4.366 1.394 0.917
H: -5.387 1.989 2.210
H: -4.787 0.313 4.559
H: -4.826 2.066 4.404
H: -3.425 1.311 5.130
H: -2.164 2.297 1.759
H: -1.793 2.258 3.501
H: -3.124 3.246 2.888
N: 2.554 9.156 -4.045
C: 2.268 8.146 -3.580
C: 1.910 6.881 -2.998
C: 1.382 5.875 -3.807
C: 1.037 4.661 -3.250
C: 1.221 4.448 -1.880
C: 1.751 5.460 -1.073
C: 2.095 6.674 -1.632
C: 0.867 3.198 -1.300
C: 0.562 2.123 -0.798
H: 1.245 6.055 -4.864
H: 0.626 3.874 -3.867
H: 1.889 5.288 -0.014
H: 2.505 7.465 -1.020

=====

Density functional theory data (wB97M-V/def2-TZVPD) for C24H38ClErN4O6 as an isolated structure.

Values from the calculation:
Gap between HOMO and LUMO (alpha / beta): 3.9 / 3.9 eV
Multiplicity: 4
Highest occupied orbital energy (alpha / beta): -0.15655 / -0.15638 Ha
LUMO energy (alpha / beta): -0.35 / -0.35 eV

Geometry (Å):
O: -2.035 2.214 -2.596
C: -1.790 1.330 -3.420
C: -2.330 -0.049 -3.399
C: -3.070 -0.485 -2.279
H: -2.882 -0.008 -1.309
C: -4.010 -1.498 -2.424
H: -4.628 -1.790 -1.573
C: -4.110 -2.157 -3.666
H: -4.935 -2.858 -3.848
C: -3.126 -1.953 -4.659
H: -3.091 -2.584 -5.548
C: -2.190 -0.929 -4.495
H: -1.361 -0.753 -5.197
H: -1.028 1.534 -4.194
C: 2.749 -0.283 -2.384
C: 2.034 -1.275 -1.525
H: 2.960 -0.727 -3.375
H: 3.696 0.080 -1.998
H: 2.104 0.581 -2.591
C: 1.365 -2.299 -2.081
C: 1.936 -3.595 -2.621
H: 0.267 -2.255 -2.175
H: 1.300 -3.910 -3.465
H: 1.887 -4.404 -1.875
H: 2.965 -3.495 -2.976
Er: 1.185 -0.260 0.348
Cl: 2.976 -2.214 0.498
C: 2.163 -0.755 3.190
O: 2.002 0.198 2.382
N: 2.628 -0.685 4.424
C: 3.126 0.536 5.044
C: 2.714 -1.900 5.229
H: 1.922 -1.774 2.842
H: 2.830 1.386 4.431
H: 4.223 0.509 5.118
H: 2.694 0.607 6.053
H: 2.034 -2.629 4.788
H: 2.420 -1.695 6.265
H: 3.719 -2.341 5.213
H: -4.513 3.008 0.168
H: -3.728 2.393 2.474
C: -3.921 2.161 -0.203
C: -3.091 1.590 2.079
N: -2.786 1.881 0.679
H: -3.546 2.387 -1.208
C: -1.529 1.901 0.216
O: -0.575 1.217 0.661
H: -2.169 1.517 2.662
H: -1.382 2.566 -0.639
H: -4.578 1.279 -0.250
H: -3.663 0.653 2.141
H: 4.655 4.146 -0.053
H: 2.666 5.751 -1.069
C: 4.294 3.439 -0.810
C: 2.443 4.882 -1.701
N: 2.865 3.638 -1.056
H: 4.455 2.410 -0.477
C: 1.964 2.748 -0.676
O: 2.269 1.635 -0.128
H: 1.364 4.838 -1.883
H: 0.917 3.003 -0.887
H: 4.851 3.639 -1.731
H: 2.965 5.018 -2.656
O: -1.216 -2.299 -0.354
C: -1.277 -2.277 0.885
C: -2.272 -3.036 1.763
C: -2.223 -2.296 3.081
C: -1.037 -1.350 2.935
O: -0.643 -0.572 3.805
N: -0.477 -1.489 1.665
H: -3.271 -3.056 1.317
H: -1.925 -4.070 1.896
H: -3.139 -1.717 3.259
H: -2.056 -2.956 3.941

=====

Density functional theory data (wB97M-V/def2-TZVPD) for one molecule with the formula C7H9BrFN.

Values from the calculation:
SMILES: C[C@H]1C=NC(Br)=C(F)[C@@H]1C
Gap between HOMO and LUMO (alpha / beta): 7.4 / 8.0 eV
Energy above the lowest of the compared OMol25 structures with the same formula, charge and spin: 46.86 kcal/mol
Highest occupied orbital energy (alpha / beta): -0.26839 / -0.29875 Ha
LUMO energy (alpha / beta): 0.12 / -0.16 eV

Geometry (Å):
C: 0.783 -1.569 -0.788
C: 0.583 -0.204 -0.228
C: 0.785 0.885 -1.288
N: 0.204 0.682 -2.412
C: -0.939 0.252 -2.626
Br: -1.574 -0.264 -4.283
C: -1.792 -0.244 -1.027
F: -3.040 0.196 -0.943
C: -0.945 -0.050 0.147
C: -1.216 1.252 0.795
H: 1.770 -1.798 -0.964
H: 0.408 -1.595 -1.710
H: 0.335 -2.229 -0.151
H: 1.230 0.010 0.582
H: 1.544 1.612 -1.190
H: -0.979 -0.942 0.781
H: -1.168 2.149 0.167
H: -0.430 1.264 1.449
H: -2.325 1.266 1.175

=====

Density functional theory data (wB97M-V/def2-TZVPD) for a 2-piece molecular cluster, C4H10N2O2 overall.

Values from the calculation:
SMILES: CC(N)=O.CC(N)=O
Gap between HOMO and LUMO: 10.2 eV
Energy above the lowest of the compared OMol25 structures with the same formula, charge and spin: 19.10 kcal/mol
Highest occupied orbital energy: -0.34643 Ha
LUMO energy: 0.79 eV

Geometry (Å):
C: 2.116 1.278 -0.147
C: 3.133 0.480 -0.931
N: 4.251 1.074 -1.394
O: 2.916 -0.702 -1.170
H: 2.481 2.253 0.217
H: 1.925 0.627 0.723
H: 1.166 1.435 -0.684
H: 4.396 2.087 -1.389
H: 4.986 0.454 -1.743
C: -3.991 -0.922 1.323
C: -2.799 -0.514 0.463
N: -1.982 -1.449 0.027
O: -2.561 0.717 0.225
H: -4.320 -1.925 1.004
H: -4.874 -0.265 1.386
H: -3.540 -1.003 2.326
H: -2.250 -2.435 0.080
H: -1.054 -1.189 -0.316

=====

Density functional theory data (wB97M-V/def2-TZVPD) for one molecule with the formula C3H4BrCl.

Values from the calculation:
SMILES: C/C(Cl)=C/Br
Gap between HOMO and LUMO: 9.8 eV
Energy above the lowest of the compared OMol25 structures with the same formula, charge and spin: 25.09 kcal/mol
Highest occupied orbital energy: -0.34506 Ha
LUMO energy: 0.43 eV

Geometry (Å):
C: -0.209 0.508 0.062
C: 1.257 0.442 0.032
Cl: 2.045 2.213 0.040
C: 1.985 -0.644 -0.134
Br: 3.851 -0.519 -0.014
H: -0.722 0.099 0.854
H: -0.519 -0.045 -0.794
H: -0.404 1.484 0.137
H: 1.801 -1.714 -0.329

=====

Density functional theory data (wB97M-V/def2-TZVPD) for a 2-piece molecular cluster, C3H13N4S overall.

Values from the calculation:
Net charge: +1
Gap between HOMO and LUMO: 4.7 eV
Energy above the lowest of the compared OMol25 structures with the same formula, charge and spin: 124.49 kcal/mol
Highest occupied orbital energy: -0.48666 Ha
LUMO energy: -8.59 eV

Geometry (Å):
C: 2.112 -1.527 0.693
C: 0.816 -2.063 0.084
S: 0.105 -1.158 -1.270
N: 1.731 -0.427 1.580
H: 2.620 -2.280 1.297
H: 2.793 -1.244 -0.125
H: 0.982 -3.106 -0.220
H: 0.093 -2.122 0.926
H: 0.395 1.133 -1.038
H: 2.518 0.158 1.845
H: 1.086 0.157 1.049
N: -1.127 1.256 1.419
C: -1.242 1.238 -0.004
N: -0.072 1.884 -0.567
N: -2.506 1.743 -0.455
H: -0.814 2.152 1.771
H: -1.979 0.957 1.872
H: -0.289 2.611 -1.238
H: -1.175 0.142 -0.269
H: -2.575 2.746 -0.588
H: -2.768 1.268 -1.311

=====

Density functional theory data (wB97M-V/def2-TZVPD) for an isolated ion of composition C4H9N2O and charge +1.

Values from the calculation:
Net charge: +1
SMILES: CC1=[NH+]O[C@H](C)N1
Gap between HOMO and LUMO: 11.2 eV
Energy above the lowest of the compared OMol25 structures with the same formula, charge and spin: 81.74 kcal/mol
Highest occupied orbital energy: -0.52770 Ha
LUMO energy: -3.20 eV

Geometry (Å):
C: -1.563 1.847 0.571
C: -0.706 0.796 0.080
N: -0.981 0.184 -1.042
O: -0.120 -0.868 -1.384
C: 0.993 -0.711 -0.502
C: 1.441 -1.911 0.172
N: 0.441 0.422 0.526
H: -1.035 2.679 0.954
H: -2.276 1.460 1.194
H: -2.183 2.102 -0.241
H: -1.815 0.159 -1.453
H: 1.901 -0.284 -0.937
H: 1.822 -2.671 -0.713
H: 0.742 -2.533 0.843
H: 2.313 -1.546 0.663
H: 1.026 0.874 1.268